Entry 1:
# C15H20F4N3O6

A 2-piece molecular cluster, C15H20F4N3O6 overall in a non-equilibrium geometry (wB97M-V/def2-TZVPD, the OMol25 dataset).

The geometry in ORCA input format:
```
! wB97M-V def2-TZVPD RIJCOSX def2/J DEFGRID3
* xyz 1 1
C 0.805 0.294 2.490
C 0.040 -0.037 1.434
C 0.486 -0.505 0.067
N 0.971 0.508 -0.929
C 0.353 1.807 -0.781
O -1.042 1.624 -0.882
C -1.764 2.695 -0.444
F -1.322 3.847 -0.995
F -3.042 2.514 -0.780
F -1.674 2.830 0.897
C 2.352 0.580 -0.997
N 3.161 0.747 0.102
N 2.923 0.492 -2.157
O 2.126 0.310 -3.264
C 4.365 0.541 -2.420
C 5.047 1.863 -1.973
C 5.979 1.716 -0.776
F 4.092 2.827 -1.754
H 0.541 -0.117 3.454
H 1.612 1.018 2.506
H -1.033 -0.017 1.581
H 1.256 -1.259 0.184
H -0.346 -1.006 -0.412
H 0.646 2.332 0.131
H 0.685 2.434 -1.608
H 2.795 1.435 0.743
H 3.421 -0.111 0.570
H 2.018 -0.646 -3.366
H 4.861 -0.333 -2.018
H 4.454 0.489 -3.496
H 5.674 2.186 -2.799
H 6.285 0.684 -0.649
H 6.828 2.379 -0.869
H 5.446 1.980 0.129
C -4.649 -2.130 2.714
C -5.519 -3.135 2.528
C -5.844 -3.659 1.155
O -6.625 -4.582 1.067
C -5.206 -3.027 0.007
C -4.344 -2.023 0.199
C -4.002 -1.521 1.572
O -3.186 -0.616 1.658
O -3.728 -1.396 -0.802
O -6.145 -3.733 3.525
H -4.406 -1.748 3.695
H -5.458 -3.397 -0.976
H -3.175 -0.711 -0.384
H -6.710 -4.421 3.123
*
```

The value obtained for the electronic energy is -1598.3659 Ha. The LUMO energy comes out at -4.0 eV. For the orbital gap, the calculation gives 0.276 Eh.



Entry 2:
# C5H8N2

One molecule with the formula C5H8N2 in a non-equilibrium geometry (wB97M-V/def2-TZVPD, the OMol25 dataset).

The geometry in ORCA input format:
```
! wB97M-V def2-TZVPD RIJCOSX def2/J DEFGRID3
* xyz 0 1
N 2.322 0.627 -1.082
C 1.619 -0.451 -1.308
C 0.519 -1.473 -0.972
N -0.352 -0.759 -0.068
C -0.740 0.755 -0.484
C -1.016 1.012 1.028
C 0.056 -0.131 1.277
H 0.853 -2.527 -0.534
H 0.099 -1.578 -1.929
H 0.051 1.540 -0.964
H -1.520 0.686 -1.152
H -2.098 0.607 1.274
H -0.827 1.941 1.527
H 1.001 0.461 1.153
H 0.034 -0.710 2.232
*
```

As for the energy relative to the best compared isomer or geometry (same formula, charge and spin): 101.1 kcal per mole. The value obtained for the electronic energy is -304.6743 Ha. The LUMO energy comes out at 0.8 eV. Its SMILES is N#CCN1CCC1. For the orbital gap, the calculation gives 0.383 Eh.



Entry 3:
# CH3Br2N

CH3Br2N as an isolated structure in a non-equilibrium geometry (wB97M-V/def2-TZVPD, the OMol25 dataset).

The geometry in ORCA input format:
```
! wB97M-V def2-TZVPD RIJCOSX def2/J DEFGRID3
* xyz 0 1
C -1.163 -0.582 0.727
N 1.628 1.430 -1.236
Br 2.312 0.040 -2.122
Br 0.757 0.993 0.267
H -1.906 0.107 0.960
H -0.422 -0.777 1.558
H -1.206 -1.212 -0.153
*
```

As for the energy relative to the best compared isomer or geometry (same formula, charge and spin): 95.0 kcal per mole. The value obtained for the electronic energy is -5242.4809 Ha. The LUMO energy (alpha / beta) comes out at -0.3 / -1.3 eV. For the orbital gap (alpha / beta), the calculation gives 0.328 / 0.250 Eh.



Entry 4:
# C50H49ClMnN3O2PS6Sb

C50H49ClMnN3O2PS6Sb as an isolated structure in a non-equilibrium geometry (wB97M-V/def2-TZVPD, the OMol25 dataset).

The geometry in ORCA input format:
```
! wB97M-V def2-TZVPD RIJCOSX def2/J DEFGRID3
* xyz -1 4
Mn 2.025 1.048 -0.301
S 7.086 1.035 -1.847
Sb 5.071 -0.025 -2.275
S 1.874 2.242 -2.228
S 3.715 2.074 -1.473
S 4.583 0.080 -4.551
C -5.735 1.203 4.913
C -6.897 1.614 4.047
O -8.001 1.827 4.476
S -6.668 1.757 2.279
C -4.945 1.456 1.952
C -4.471 0.163 1.759
C -3.148 -0.049 1.413
C -2.279 1.032 1.219
C -2.760 2.328 1.467
C -4.079 2.539 1.822
C -0.937 0.877 0.774
C 0.220 0.878 0.381
H -5.759 1.799 5.825
H -4.777 1.304 4.417
H -5.882 0.158 5.193
H -5.140 -0.679 1.883
H -2.776 -1.059 1.294
H -2.079 3.164 1.369
H -4.445 3.541 2.006
C -0.495 -4.086 -6.232
C -1.779 -3.473 -5.643
C -2.821 -4.599 -5.569
C -2.303 -2.380 -6.581
C -1.488 -2.897 -4.206
O -1.048 -3.945 -3.372
C -2.745 -2.196 -3.632
C -2.742 -1.909 -2.122
C -2.692 -3.156 -1.273
C -1.702 -3.343 -0.315
C -1.646 -4.509 0.434
C -2.605 -5.489 0.246
Cl -2.536 -6.951 1.183
C -3.626 -5.311 -0.671
C -3.660 -4.148 -1.424
C -0.316 -1.868 -4.310
N 0.520 -1.652 -3.144
C 0.572 -0.540 -2.409
N 1.536 -0.642 -1.514
C 2.034 -1.891 -1.730
N 1.448 -2.529 -2.714
H -0.749 -4.835 -6.984
H 0.088 -4.567 -5.446
H 0.128 -3.338 -6.723
H -3.073 -4.916 -6.582
H -3.750 -4.287 -5.089
H -2.430 -5.470 -5.040
H -2.359 -2.768 -7.600
H -1.644 -1.509 -6.591
H -3.304 -2.053 -6.293
H -1.775 -4.559 -3.224
H -3.624 -2.808 -3.835
H -2.880 -1.253 -4.166
H -3.672 -1.379 -1.896
H -1.929 -1.240 -1.843
H -0.953 -2.576 -0.146
H -0.858 -4.653 1.158
H -4.386 -6.072 -0.794
H -4.461 -4.016 -2.144
H -0.732 -0.893 -4.557
H 0.355 -2.171 -5.108
H -0.029 0.336 -2.572
H 2.835 -2.318 -1.150
C -0.150 3.764 4.877
C -0.050 2.469 4.391
C 0.712 2.213 3.261
C 1.369 3.246 2.594
C 1.266 4.543 3.092
C 0.514 4.796 4.230
P 2.403 2.845 1.122
C 4.041 2.653 1.917
C 5.239 2.950 1.273
C 6.450 2.593 1.848
C 6.479 1.921 3.058
C 5.290 1.602 3.699
C 4.082 1.966 3.134
C 2.347 4.491 0.329
C 3.363 5.439 0.347
C 3.174 6.677 -0.251
C 1.970 6.982 -0.866
C 0.946 6.046 -0.877
C 1.132 4.810 -0.283
H -0.742 3.970 5.760
H -0.569 1.658 4.887
H 0.804 1.208 2.878
H 1.772 5.357 2.590
H 0.448 5.807 4.612
H 5.244 3.410 0.295
H 7.372 2.823 1.330
H 7.426 1.624 3.491
H 5.299 1.049 4.630
H 3.159 1.687 3.622
H 4.304 5.222 0.834
H 3.974 7.407 -0.235
H 1.827 7.952 -1.326
H 0.006 6.279 -1.361
H 0.336 4.076 -0.280
S 3.492 -0.314 0.828
C 2.998 -1.424 2.089
C 1.769 -1.304 2.743
C 1.452 -2.156 3.791
C 2.341 -3.144 4.189
C 3.557 -3.275 3.530
C 3.890 -2.421 2.491
H 1.084 -0.533 2.412
H 0.495 -2.057 4.292
H 2.087 -3.807 5.007
H 4.256 -4.046 3.831
H 4.843 -2.504 1.983
*
```

As for the energy relative to the best compared isomer or geometry (same formula, charge and spin): 34.6 kcal per mole. The value obtained for the electronic energy is -6831.4842 Ha. The LUMO energy (alpha / beta) comes out at 1.8 / 0.5 eV. As for the expectation value of S²: 3.837. For the orbital gap (alpha / beta), the calculation gives 0.242 / 0.193 Eh.



Entry 5:
# C8H13NO4

One molecule with the formula C8H13NO4 in a non-equilibrium geometry (wB97M-V/def2-TZVPD, the OMol25 dataset).

The geometry in ORCA input format:
```
! wB97M-V def2-TZVPD RIJCOSX def2/J DEFGRID3
* xyz 0 1
C 0.463 -1.735 -1.731
O -0.804 -1.126 -1.399
C -0.866 -0.552 -0.076
C -2.296 -0.260 0.162
C -2.664 0.689 1.018
C -1.726 1.583 1.635
O -2.004 2.487 2.369
N -0.454 1.258 1.473
O 0.472 2.247 1.932
C 0.114 0.635 0.155
C 0.013 1.744 -0.830
O 1.444 0.313 0.344
C 1.802 -0.692 1.213
H 0.133 -2.037 -2.795
H 0.671 -2.579 -1.031
H 1.367 -1.151 -1.707
H -0.557 -1.345 0.703
H -2.956 -0.796 -0.408
H -3.645 0.841 1.295
H -0.064 3.029 2.297
H -1.074 2.157 -1.028
H 0.272 1.392 -1.893
H 0.650 2.587 -0.624
H 1.163 -0.768 2.059
H 2.853 -0.617 1.476
H 1.699 -1.659 0.788
*
```

As for the energy relative to the best compared isomer or geometry (same formula, charge and spin): 21.2 kcal per mole. The value obtained for the electronic energy is -668.2210 Ha. The LUMO energy comes out at 0.6 eV. Its SMILES is CO[C@@H]1C=CC(=O)N(O)[C@@]1(C)OC. For the orbital gap, the calculation gives 0.361 Eh.



Entry 6:
# C20H22N2Sr

C20H22N2Sr as an isolated structure in a non-equilibrium geometry (wB97M-V/def2-TZVPD, the OMol25 dataset).

The geometry in ORCA input format:
```
! wB97M-V def2-TZVPD RIJCOSX def2/J DEFGRID3
* xyz 0 1
C 0.172 1.558 -2.350
C 3.294 -0.027 -2.091
C 0.732 2.473 -1.516
H -0.930 1.513 -2.414
C 3.612 0.529 -0.915
H 3.915 -0.877 -2.404
H 0.066 3.223 -1.032
H 4.382 0.100 -0.277
C 2.182 2.680 -1.192
H 2.234 3.658 -0.661
H 2.806 2.800 -2.093
C 0.825 0.281 -2.729
H 0.314 -0.164 -3.596
H 0.757 -0.505 -1.957
C 2.308 0.401 -3.129
H 2.536 1.431 -3.475
H 2.499 -0.249 -3.997
C 2.875 1.633 -0.247
H 3.572 2.210 0.391
H 2.100 1.254 0.451
Sr -0.498 -1.910 0.581
H -0.593 0.060 1.253
C 1.022 -3.405 2.895
C 1.739 -2.303 2.382
C 1.164 -1.009 2.405
C -0.141 -0.904 2.931
C -0.873 -1.988 3.464
C -0.274 -3.251 3.413
N -0.995 -0.020 2.186
N -2.315 0.282 2.325
C -2.980 0.308 1.063
C -4.171 1.066 0.988
C -4.996 0.999 -0.134
C -4.628 0.164 -1.212
C -3.432 -0.590 -1.149
C -2.618 -0.463 -0.047
H 1.450 -4.435 2.831
H 2.768 -2.494 1.977
H 1.703 -0.187 1.978
H -1.887 -1.798 3.732
H -0.871 -4.122 3.797
H -4.443 1.678 1.857
H -5.932 1.588 -0.198
H -5.262 0.099 -2.119
H -3.191 -1.288 -1.966
*
```

As for the energy relative to the best compared isomer or geometry (same formula, charge and spin): 0.0 kcal per mole. The value obtained for the electronic energy is -915.2681 Ha. The LUMO energy (alpha / beta) comes out at -0.9 / -0.9 eV. For the orbital gap (alpha / beta), the calculation gives 0.161 / 0.171 Eh.



Entry 7:
# C33H65NO23S5

A 6-piece molecular cluster, C33H65NO23S5 overall in a non-equilibrium geometry (wB97M-V/def2-TZVPD, the OMol25 dataset).

The geometry in ORCA input format:
```
! wB97M-V def2-TZVPD RIJCOSX def2/J DEFGRID3
* xyz 0 1
C 6.420 -1.287 2.307
C 6.185 -0.116 1.346
C 5.823 -0.653 -0.046
C 5.211 0.401 -1.019
C 5.487 1.858 -0.647
C 5.192 2.825 -1.804
C 3.729 2.814 -2.259
C 2.785 3.433 -1.217
C 1.627 4.251 -1.839
C 0.250 3.650 -1.545
C -0.184 3.901 -0.080
C -1.547 4.586 0.049
C -2.735 3.617 0.076
C -4.013 4.254 0.686
C -4.668 3.400 1.783
C -5.602 2.261 1.332
C -6.404 2.525 0.056
C -5.655 2.082 -1.227
N -6.177 0.897 -1.902
C -7.321 1.117 -2.805
C -8.616 0.379 -2.464
C -6.249 -0.283 -1.097
C -5.382 -1.451 -1.530
O -6.920 -0.380 -0.094
O -4.838 1.030 1.254
C -5.056 0.134 2.205
O -4.688 -0.999 2.107
H 7.242 -1.921 1.965
H 5.532 -1.911 2.413
H 6.710 -0.868 3.274
H 7.085 0.497 1.307
H 5.328 0.441 1.731
H 6.721 -1.050 -0.528
H 5.130 -1.485 0.097
H 4.132 0.229 -1.042
H 5.619 0.207 -2.014
H 4.939 2.134 0.257
H 6.549 1.969 -0.407
H 5.500 3.834 -1.515
H 5.825 2.505 -2.639
H 3.667 3.333 -3.219
H 3.467 1.773 -2.466
H 3.387 4.115 -0.611
H 2.380 2.660 -0.560
H 1.652 5.281 -1.470
H 1.785 4.320 -2.919
H -0.491 4.117 -2.199
H 0.291 2.582 -1.774
H -0.220 2.965 0.482
H 0.567 4.539 0.394
H -1.709 5.328 -0.738
H -1.562 5.146 0.992
H -2.502 2.650 0.525
H -2.987 3.410 -0.970
H -4.703 4.580 -0.092
H -3.669 5.167 1.182
H -5.158 4.051 2.510
H -3.842 2.921 2.319
H -6.335 2.134 2.136
H -7.335 1.963 0.097
H -6.646 3.589 0.063
H -5.726 2.895 -1.952
H -4.594 1.936 -1.027
H -7.539 2.184 -2.885
H -7.019 0.806 -3.808
H -9.017 0.759 -1.524
H -9.327 0.588 -3.266
H -8.504 -0.704 -2.424
H -5.972 -2.259 -1.957
H -4.615 -1.073 -2.201
H -4.870 -1.776 -0.621
H -5.560 0.424 3.139
O -4.971 -1.450 -4.845
S -6.200 -1.874 -5.410
O -7.327 -1.015 -5.489
O -6.635 -3.237 -4.682
C -6.795 -4.276 -5.654
C -5.838 -3.909 -6.770
O -5.925 -2.483 -6.860
H -7.831 -4.268 -5.998
H -6.568 -5.242 -5.210
H -6.108 -4.361 -7.720
H -4.808 -4.172 -6.523
O -4.393 -2.258 -8.635
S -3.992 -0.933 -8.934
O -3.370 -0.111 -7.964
O -5.251 -0.164 -9.556
C -4.931 0.353 -10.853
C -3.889 -0.602 -11.396
O -3.083 -0.929 -10.258
H -4.526 1.360 -10.732
H -5.824 0.393 -11.471
H -3.277 -0.158 -12.176
H -4.345 -1.521 -11.769
O 9.795 -0.487 3.511
S 9.936 -0.280 4.908
O 10.301 0.977 5.450
O 10.918 -1.409 5.479
C 10.257 -2.165 6.505
C 8.791 -2.109 6.139
O 8.603 -0.776 5.643
H 10.447 -1.681 7.464
H 10.643 -3.181 6.531
H 8.138 -2.294 6.986
H 8.551 -2.810 5.336
O -4.226 1.118 9.363
S -5.057 0.216 8.651
O -5.918 -0.690 9.318
O -4.145 -0.586 7.606
C -4.636 -0.403 6.272
C -5.287 0.964 6.295
O -5.921 1.034 7.577
H -5.364 -1.189 6.060
H -3.818 -0.465 5.558
H -6.022 1.093 5.504
H -4.544 1.762 6.235
O 10.527 -5.940 7.725
S 11.701 -6.711 7.509
O 12.390 -7.349 8.567
O 12.734 -5.811 6.678
C 13.088 -6.467 5.452
C 11.872 -7.300 5.104
O 11.406 -7.792 6.368
H 13.963 -7.093 5.637
H 13.324 -5.732 4.688
H 12.104 -8.128 4.441
H 11.082 -6.689 4.661
*
```

The value obtained for the electronic energy is -5072.4457 Ha. The LUMO energy comes out at 0.3 eV. Its SMILES is CCCCCCCCCCCCCCC[C@@H](CCN(CC)C(C)=O)OC=O.O=S1(=O)OCCO1.O=S1(=O)OCCO1.O=S1(=O)OCCO1.O=S1(=O)OCCO1.O=S1(=O)OCCO1. For the orbital gap, the calculation gives 0.314 Eh.



Entry 8:
# C18H30BrF13N4O8S3

A 3-piece molecular cluster, C18H30BrF13N4O8S3 overall in a non-equilibrium geometry (wB97M-V/def2-TZVPD, the OMol25 dataset).

The geometry in ORCA input format:
```
! wB97M-V def2-TZVPD RIJCOSX def2/J DEFGRID3
* xyz 0 1
C 6.690 3.435 1.757
C 6.137 2.025 1.691
C 7.068 0.979 1.037
Br 8.828 1.117 1.844
C 6.523 -0.410 1.416
N 7.143 -1.487 0.716
N 5.011 -0.404 1.294
C 4.634 0.700 0.530
N 4.147 0.462 -0.618
C 3.911 -0.975 -1.109
O 2.794 -1.385 -0.905
O 4.912 -1.440 -1.632
N 4.848 2.024 0.946
C 3.712 2.505 1.792
C 3.003 3.695 1.148
C 1.792 3.438 0.269
F 0.994 4.531 0.264
F 2.224 3.281 -1.021
C 0.914 2.188 0.526
F 1.637 1.063 0.428
F 0.022 2.155 -0.507
C 0.054 2.214 1.802
F 0.918 2.564 2.821
F -0.858 3.185 1.760
C -0.542 0.867 2.311
F 0.446 0.014 2.600
F -1.131 1.160 3.482
S -1.810 -0.027 1.207
F -2.938 0.154 2.309
F -1.402 -1.388 1.923
F -0.734 -0.316 0.108
F -2.292 1.288 0.508
F -2.864 -0.863 0.369
H 5.889 4.111 2.057
H 7.032 3.766 0.780
H 7.482 3.534 2.486
H 6.005 1.670 2.721
H 7.134 1.110 -0.039
H 6.742 -0.532 2.474
H 6.652 -1.677 -0.156
H 7.155 -2.312 1.292
H 4.656 -0.266 2.237
H 3.908 1.208 -1.259
H 3.056 1.692 2.083
H 4.158 2.865 2.713
H 3.722 4.242 0.548
H 2.701 4.383 1.934
O -7.500 -2.876 -1.118
S -8.227 -1.667 -0.871
O -8.191 -0.595 -1.814
O -7.795 -1.125 0.556
C -6.367 -0.979 0.740
C -5.813 0.243 0.036
C -9.903 -2.045 -0.499
H -5.866 -1.888 0.407
H -6.212 -0.900 1.815
H -5.890 0.147 -1.046
H -4.765 0.369 0.278
H -6.366 1.138 0.321
H -9.929 -2.837 0.244
H -10.369 -2.374 -1.424
H -10.390 -1.146 -0.131
O -2.279 -4.700 -4.285
S -3.033 -3.509 -4.041
O -2.989 -2.425 -4.971
O -2.675 -2.968 -2.588
C -1.283 -2.758 -2.258
C -0.720 -1.491 -2.867
C -4.709 -3.919 -3.702
H -0.702 -3.634 -2.549
H -1.255 -2.694 -1.172
H -0.667 -1.562 -3.953
H 0.285 -1.311 -2.485
H -1.353 -0.636 -2.625
H -4.734 -4.715 -2.964
H -5.163 -4.252 -4.633
H -5.217 -3.031 -3.334
*
```

The value obtained for the electronic energy is -6591.5655 Ha. The LUMO energy comes out at -0.2 eV. For the orbital gap, the calculation gives 0.342 Eh.